Molecular formula: C3H11N2O
Method: DFT, ωB97M-V/def2-TZVPD

## Properties
Orbital gap (eV): 8.622
Charge: +1
ΔE to the lowest compared entry with this formula, charge and spin (eV): 2.252
DFT total energy (eV): -8309.5407

The geometry in XYZ format:
```
17
C3H11N2O | the OMol25 dataset | ωB97M-V/def2-TZVPD
C -0.076 0.093 -2.306
N 1.136 0.221 -1.932
H -0.760 -0.440 -1.651
H -0.413 0.472 -3.264
H 1.787 0.760 -2.497
H 1.364 0.131 -0.897
C 0.232 0.708 1.048
O 1.633 0.639 0.698
C -0.399 -0.667 1.198
N -1.816 -0.588 0.819
H 0.139 1.313 1.950
H -0.296 1.236 0.254
H 2.065 0.159 1.413
H 0.130 -1.379 0.554
H -0.225 -1.028 2.217
H -2.303 -0.104 1.568
H -2.198 -1.526 0.828
```

=====

Molecular formula: C5H11BO
Method: DFT, ωB97M-V/def2-TZVPD

## Properties
Orbital gap (eV): 7.805
ΔE to the lowest compared entry with this formula, charge and spin (eV): 3.967
DFT total energy (eV): -8083.2113

The geometry in XYZ format:
```
18
C5H11BO | the OMol25 dataset | ωB97M-V/def2-TZVPD
B -0.889 -0.963 -1.070
C 0.287 0.491 1.499
C 0.096 1.345 0.436
C -0.095 -1.674 -2.231
C -0.242 -0.906 1.392
C 0.610 2.844 0.611
O -0.305 1.113 -0.752
H -2.014 -0.756 -0.985
H 0.861 0.647 2.284
H 1.060 -1.741 -2.172
H -0.164 -0.863 -2.949
H -0.449 -2.639 -2.584
H -0.255 -1.131 0.285
H 0.222 -1.670 1.955
H -1.279 -0.964 1.612
H 1.012 3.238 -0.372
H 1.193 2.750 1.521
H -0.416 3.455 0.712
```

=====

Molecular formula: C4H11NO
Method: DFT, ωB97M-V/def2-TZVPD

## Properties
Orbital gap (spin up / spin down) (eV): 10.867 / 4.904
Charge: +1
ΔE to the lowest compared entry with this formula, charge and spin (eV): 2.528
Multiplicity: 2
DFT total energy (eV): -7853.8143

The geometry in XYZ format:
```
17
C4H11NO | the OMol25 dataset | ωB97M-V/def2-TZVPD
C -0.139 -0.726 0.731
C -0.727 0.476 -0.047
C -2.210 0.684 0.114
O -0.547 0.317 -1.458
C 1.331 -0.974 0.380
N 2.198 0.222 0.185
H -0.197 -0.426 1.786
H -0.773 -1.586 0.561
H -0.321 1.407 0.379
H -2.746 -0.178 -0.282
H -2.594 1.589 -0.341
H -2.501 0.648 1.175
H 0.278 -0.126 -1.662
H 1.748 -1.564 1.208
H 1.361 -1.567 -0.541
H 1.819 0.936 0.828
H 3.164 0.121 0.521
```

=====

Molecular formula: C19H44N5O8
Method: DFT, ωB97M-V/def2-TZVPD

## Properties
Orbital gap (eV): 8.121
Charge: +1
DFT total energy (eV): -44236.4968

The geometry in XYZ format:
```
76
C19H44N5O8 | the OMol25 dataset | ωB97M-V/def2-TZVPD
C 7.867 -0.813 3.011
C 7.896 0.524 2.261
O 9.040 1.291 2.605
C 6.626 1.339 2.471
N 5.449 0.587 2.028
C 4.199 1.169 2.508
C 3.090 0.786 1.553
O 1.824 0.822 2.287
C 0.843 0.106 1.813
N 0.504 -0.116 0.548
C -0.589 -0.879 0.603
N -1.290 -1.351 -0.443
N -0.937 -1.115 1.881
N 0.011 -0.522 2.659
H 8.799 -0.928 3.562
H 7.037 -0.855 3.718
H 7.757 -1.656 2.331
H 7.955 0.321 1.186
H 8.795 2.000 3.206
H 6.721 2.284 1.919
H 6.513 1.579 3.534
H 5.447 0.608 1.012
H 3.963 0.752 3.491
H 4.260 2.259 2.619
H 3.253 -0.229 1.186
H 3.013 1.459 0.700
H -1.488 -0.731 -1.211
H -1.622 -2.298 -0.468
H -1.721 -1.631 2.249
H 0.017 -0.549 3.667
C -0.228 -5.263 -7.448
O 0.223 -4.024 -6.946
C 0.016 -2.954 -7.850
C -0.125 -1.644 -7.111
O -1.377 -1.476 -6.460
C -1.586 -2.167 -5.248
C -0.873 -1.557 -4.060
O 0.496 -1.901 -4.045
C 1.307 -0.957 -3.387
H 0.334 -5.568 -8.338
H -0.075 -6.005 -6.667
H -1.293 -5.225 -7.703
H -0.885 -3.129 -8.450
H 0.873 -2.875 -8.532
H -0.087 -0.844 -7.853
H 0.708 -1.506 -6.418
H -1.334 -3.227 -5.331
H -2.659 -2.082 -5.058
H -1.347 -1.946 -3.144
H -0.995 -0.465 -4.090
H 1.211 0.036 -3.842
H 2.338 -1.291 -3.488
H 1.064 -0.880 -2.319
C -2.930 3.891 1.107
O -3.714 2.860 1.668
C -2.958 1.834 2.257
C -3.710 1.163 3.388
O -3.739 1.906 4.583
C -4.670 2.984 4.661
C -6.104 2.548 4.845
O -6.647 2.088 3.621
C -7.746 1.221 3.801
H -2.320 3.525 0.273
H -3.614 4.649 0.735
H -2.271 4.340 1.858
H -2.006 2.225 2.644
H -2.736 1.066 1.493
H -3.156 0.250 3.644
H -4.710 0.870 3.058
H -4.582 3.643 3.796
H -4.374 3.540 5.551
H -6.682 3.408 5.208
H -6.152 1.758 5.605
H -7.470 0.350 4.406
H -8.060 0.887 2.815
H -8.586 1.730 4.286
```

=====

Molecular formula: C4H9N2
Method: DFT, ωB97M-V/def2-TZVPD

## Properties
Orbital gap (spin up / spin down) (eV): 7.093 / 7.094
Charge: +1
ΔE to the lowest compared entry with this formula, charge and spin (eV): 6.016
DFT total energy (eV): -7262.1255

The geometry in XYZ format:
```
15
C4H9N2 | the OMol25 dataset | ωB97M-V/def2-TZVPD
C 0.634 -0.383 -0.170
C 1.280 0.179 -1.331
C -1.885 1.088 0.549
C 1.390 -1.062 0.858
N -2.797 -0.934 -0.448
N -2.144 -0.122 -0.040
H 1.281 -0.670 -2.030
H 2.324 0.475 -1.192
H 0.707 0.968 -1.819
H -2.821 1.637 0.731
H -1.368 0.926 1.499
H -1.232 1.680 -0.097
H 1.141 -0.629 1.831
H 1.013 -2.089 0.928
H 2.476 -1.064 0.729
```

=====

Molecular formula: C18H22ClN3OS
Method: DFT, ωB97M-V/def2-TZVPD

## Properties
Orbital gap (eV): 9.276
ΔE to the lowest compared entry with this formula, charge and spin (eV): 0.004
DFT total energy (eV): -48899.5455

The geometry in XYZ format:
```
46
C18H22ClN3OS | the OMol25 dataset | ωB97M-V/def2-TZVPD
C -3.072 1.917 -1.036
C -1.777 1.810 -0.233
N -0.746 1.149 -0.991
C 0.507 1.657 -1.077
O 0.789 2.819 -0.873
N 1.484 0.779 -1.527
C 1.509 -0.607 -1.617
C 0.781 -1.447 -0.770
C 0.879 -2.819 -0.911
C 1.698 -3.391 -1.868
C 2.440 -2.554 -2.686
C 2.355 -1.180 -2.570
H 2.942 -0.547 -3.217
Cl 3.492 -3.235 -3.878
H 1.772 -4.461 -1.972
H 0.312 -3.459 -0.252
H 0.160 -1.044 0.018
H 2.306 1.257 -1.870
H -0.885 0.171 -1.185
H -1.409 2.829 -0.061
C -1.932 1.137 1.167
N -1.788 -0.312 1.121
C -1.775 -0.927 2.444
C -1.871 -2.417 2.140
H -2.274 -2.978 2.980
H -0.881 -2.807 1.908
C -2.778 -2.471 0.903
H -2.362 -3.124 0.136
H -3.772 -2.840 1.153
C -2.850 -1.017 0.411
H -2.696 -0.958 -0.667
H -3.836 -0.584 0.646
H -0.864 -0.666 2.981
H -2.640 -0.597 3.044
C -0.871 1.723 2.049
C 0.458 1.437 2.103
C 1.164 2.268 3.001
C 0.366 3.177 3.612
S -1.271 3.033 3.107
H 0.629 3.928 4.329
H 2.222 2.191 3.175
H 0.924 0.657 1.530
H -2.922 1.424 1.574
H -3.829 2.432 -0.450
H -2.882 2.494 -1.937
H -3.456 0.944 -1.327
```